A structure of composition C32H54AuBrNO5Si, computed with ωB97M-V with the def2-TZVPD basis set.

Summary:
Kohn-Sham gap (spin up / spin down) = 8.913 / 6.795 eV
<S²> = 2.0324
Relative energy (zero: lowest compared OMol25 entry of this formula, charge and spin) = 0.0 kJ/mol
Net charge = +1
Energy = -127399.8320 eV
Multiplicity = 3
LUMO energy (spin up / spin down) = -2.0640 / -5.2244 eV
Highest occupied orbital energy (spin up / spin down) = -10.98 / -12.02 eV

Element x y z (Å)
Au1 -0.88870 1.18859 0.04132
C1 3.37128 -4.04331 -4.73134
C2 1.90896 -4.01470 -4.28772
C3 1.01499 -4.22496 -5.52150
C4 1.67619 -5.15523 -3.28187
C5 1.52756 -2.70406 -3.62561
C6 0.19970 -2.53457 -3.16705
C7 -0.16609 -1.39310 -2.53632
Br1 -1.93847 -1.19599 -1.94437
C8 0.77370 -0.30869 -2.30389
O1 0.45511 0.71017 -1.63987
C9 2.11596 -0.45208 -2.84930
C10 2.43235 -1.65025 -3.45233
C11 3.21649 0.60537 -2.72378
C12 2.78219 1.97875 -2.19819
C13 3.83773 0.83346 -4.11486
C14 4.29003 0.04940 -1.77138
H1 3.58391 -5.00650 -5.19474
H2 4.05538 -3.92747 -3.88866
H3 3.58866 -3.26943 -5.46980
H4 1.28014 -5.16718 -6.00235
H5 1.15338 -3.42228 -6.24747
H6 -0.04255 -4.27310 -5.26126
H7 1.94724 -6.10513 -3.74398
H8 0.63341 -5.22358 -2.97090
H9 2.29164 -5.02261 -2.39044
H10 -0.52917 -3.31906 -3.31326
H11 3.44121 -1.78708 -3.80910
H12 1.97748 2.41272 -2.79175
H13 3.64294 2.64575 -2.26562
H14 2.46421 1.94732 -1.15853
H15 3.09226 1.20732 -4.81874
H16 4.27995 -0.06900 -4.53450
H17 4.62952 1.57848 -4.03457
H18 3.87483 -0.13141 -0.77828
H19 5.09928 0.77460 -1.67393
H20 4.71600 -0.88481 -2.13939
C15 -3.96001 -0.74308 1.96590
C16 -3.27406 -1.24372 3.22863
C17 -2.65804 -2.61621 2.99246
C18 -4.25194 -1.28147 4.39218
O2 -2.21496 -0.35375 3.63994
Si1 -1.21929 0.62766 2.82720
O3 -1.91851 1.63459 1.77323
O4 -0.19815 1.31322 3.88037
C19 -0.48145 1.99311 5.12671
C20 -0.56070 0.95056 6.23281
C21 0.68496 2.94043 5.35021
C22 -1.78963 2.76310 5.00320
O5 -0.25408 -0.23177 1.72427
C23 1.01961 -0.91220 1.93405
C24 1.00883 -1.58807 3.29777
C25 2.12657 0.12536 1.83007
C26 1.13154 -1.95375 0.83387
H21 -4.80639 -1.38992 1.73170
H22 -3.27359 -0.75328 1.11662
H23 -4.32186 0.27640 2.09877
H24 -3.43163 -3.33573 2.72055
H25 -2.16260 -2.97049 3.89714
H26 -1.92726 -2.57296 2.18181
H27 -5.06957 -1.97225 4.18382
H28 -4.67073 -0.28940 4.56546
H29 -3.74369 -1.60685 5.30007
H30 0.38008 0.40240 6.30357
H31 -1.36526 0.24323 6.03193
H32 -0.74858 1.43086 7.19408
H33 1.62073 2.38180 5.39217
H34 0.56291 3.48088 6.28936
H35 0.74632 3.66403 4.53651
H36 -2.62791 2.08028 4.84486
H37 -1.74154 3.46288 4.16771
H38 -1.98394 3.32490 5.91731
H39 0.92521 -0.85519 4.09857
H40 1.94005 -2.13948 3.43216
H41 0.17950 -2.29142 3.37170
H42 2.00688 0.88372 2.60265
H43 2.09565 0.61061 0.84939
H44 3.10414 -0.34561 1.94676
H45 0.27533 -2.62959 0.85700
H46 2.04190 -2.54018 0.96259
H47 1.17418 -1.47477 -0.14508
C27 -3.80097 5.99944 -3.07299
C28 -3.10387 4.86911 -2.38009
C29 -2.21102 4.03825 -3.05008
C30 -1.58671 3.01233 -2.37136
N1 -1.81182 2.78410 -1.07593
C31 -2.66856 3.56933 -0.40782
C32 -3.32317 4.61072 -1.02887
H48 -3.56725 6.02414 -4.13499
H49 -3.50439 6.95241 -2.63269
H50 -4.88138 5.91014 -2.95658
H51 -1.99871 4.18641 -4.10015
H52 -0.88507 2.35012 -2.85996
H53 -2.80797 3.32772 0.63796
H54 -4.00677 5.22057 -0.45323